Record 1
{
  "formula": "C42H53BiF12N6O5S2",
  "method": "ωB97M-V/def2-TZVPD",
  "elements": ["Bi", "C", "N", "C", "C", "C", "N", "C", "C", "H", "H", "H", "H", "H", "H", "H", "H", "H", "H", "H", "H", "H", "H", "H", "H", "F", "C", "F", "F", "S", "O", "O", "N", "S", "O", "O", "C", "F", "F", "F", "C", "C", "C", "C", "C", "C", "C", "N", "C", "C", "C", "C", "C", "C", "C", "N", "C", "C", "C", "C", "H", "H", "H", "H", "H", "H", "H", "H", "H", "H", "H", "H", "H", "H", "H", "H", "H", "H", "H", "H", "H", "H", "H", "H", "N", "C", "C", "C", "C", "C", "C", "C", "C", "C", "C", "C", "C", "H", "H", "H", "H", "H", "H", "H", "H", "H", "H", "C", "C", "O", "C", "F", "F", "F", "C", "F", "F", "F", "H", "H", "H"],
  "positions_angstrom": [[-0.12861, 0.49294, -0.46825], [0.14451, -1.16674, 4.69274], [0.69368, -0.47109, 3.53134], [0.79435, 0.96140, 3.80907], [1.99621, -1.06803, 3.22460], [2.79883, -0.43423, 2.10240], [2.40256, -0.80134, 0.73462], [3.28192, -0.10053, -0.20128], [2.47041, -2.25988, 0.55239], [0.78527, -1.03506, 5.57988], [0.05672, -2.23321, 4.48043], [-0.84712, -0.78185, 4.93324], [1.57209, 1.17868, 4.56078], [-0.15947, 1.32030, 4.19826], [1.01205, 1.52504, 2.90438], [1.82363, -2.12271, 3.00041], [2.63019, -1.02855, 4.12389], [3.84489, -0.74049, 2.26082], [2.76923, 0.65426, 2.17942], [4.33874, -0.37790, -0.06044], [3.18768, 0.97901, -0.06105], [3.00464, -0.34304, -1.23084], [3.35438, -2.68956, 1.05101], [2.54497, -2.49104, -0.50981], [1.57320, -2.74812, 0.93867], [3.71492, 3.45197, -0.33308], [2.90303, 4.38713, 0.19663], [3.13541, 5.54741, -0.44654], [3.22793, 4.54629, 1.47496], [1.12631, 3.86551, 0.04459], [1.30310, 2.63049, 0.77261], [0.52092, 5.08220, 0.50306], [1.33077, 3.86845, -1.65303], [-1.77575, 3.84116, -1.35128], [-0.80537, 3.08767, -0.32983], [-2.91795, 2.98264, -1.65853], [-2.52365, 5.08771, -0.13487], [-1.94957, 6.28193, -0.36189], [-3.82223, 5.18951, -0.41377], [-2.38887, 4.76190, 1.13936], [2.02998, -3.28835, -6.49203], [1.55206, -3.94307, -5.19492], [0.30120, -4.78352, -5.50077], [2.66857, -4.84792, -4.65013], [1.20340, -2.91511, -4.12446], [0.64540, -3.31661, -2.91787], [0.34465, -2.38467, -1.95163], [0.55482, -1.06934, -2.13936], [1.04416, -0.63781, -3.31657], [1.40741, -1.54825, -4.29713], [1.13855, 0.84079, -3.57001], [1.25544, 1.32108, -4.85552], [1.28577, 2.69994, -5.08682], [1.24522, 3.52661, -3.98847], [1.17639, 2.98290, -2.70130], [1.06114, 1.66349, -2.50034], [1.38111, 3.29861, -6.48602], [2.65618, 4.15425, -6.57517], [0.14654, 4.17755, -6.73590], [1.44515, 2.22079, -7.57078], [2.18791, -4.06267, -7.24601], [2.97978, -2.76127, -6.35379], [1.28839, -2.58641, -6.88746], [0.51758, -5.48734, -6.30923], [-0.52798, -4.14321, -5.81526], [-0.02480, -5.35905, -4.63177], [2.94546, -5.59351, -5.40092], [2.35154, -5.37298, -3.74528], [3.55799, -4.25864, -4.40819], [0.44981, -4.36002, -2.69949], [-0.09597, -2.70087, -0.99753], [1.86153, -1.18691, -5.20640], [1.27437, 0.63911, -5.69065], [1.27352, 4.60665, -4.09480], [1.50655, 4.82733, -1.92759], [2.63266, 4.98932, -5.87010], [2.75470, 4.56545, -7.58394], [3.54339, 3.55135, -6.36036], [0.10243, 5.02163, -6.04124], [-0.77441, 3.59816, -6.62386], [0.18011, 4.57776, -7.75322], [2.32165, 1.57681, -7.44863], [1.52180, 2.70207, -8.54776], [0.54477, 1.59909, -7.57669], [-1.18296, -0.72509, 1.29614], [-2.40460, -0.05811, 1.63362], [-2.59342, 0.38354, 2.94068], [-3.72745, 1.08791, 3.30465], [-4.69782, 1.36172, 2.35054], [-4.51678, 0.91268, 1.05266], [-3.37922, 0.19697, 0.66872], [-3.25601, -0.19235, -0.76965], [-4.39028, -0.71218, -1.40144], [-4.43401, -0.89134, -2.77298], [-3.34169, -0.51717, -3.54218], [-2.19520, -0.05118, -2.91773], [-2.10742, 0.08015, -1.52981], [-0.54229, -0.71021, 2.09661], [-1.27681, -1.75034, 0.99848], [-1.83026, 0.16110, 3.68212], [-3.84590, 1.42578, 4.32792], [-5.58150, 1.93066, 2.61125], [-5.25478, 1.15007, 0.29558], [-5.25156, -0.97437, -0.79385], [-5.32343, -1.29606, -3.24213], [-3.37604, -0.59945, -4.62315], [-1.36880, 0.24140, -3.55174], [-2.69874, -4.82038, 0.27074], [-1.40594, -4.37042, 0.96626], [-0.93310, -3.17774, 0.54541], [-0.32958, -5.45718, 0.69398], [-0.12253, -5.54088, -0.65027], [-0.67373, -6.69390, 1.11084], [0.86438, -5.16788, 1.24506], [-1.69369, -4.30001, 2.48940], [-2.23784, -5.42582, 2.99711], [-0.58514, -4.02972, 3.21576], [-2.56509, -3.29528, 2.72668], [-2.54939, -4.74035, -0.80556], [-3.50522, -4.14619, 0.56097], [-2.97405, -5.84439, 0.52849]],
  "atomic_forces_ev_per_a": [[-0.696, 0.270, 0.401], [0.066, -0.079, 0.041], [0.140, 0.112, 0.109], [0.017, -0.050, 0.108], [-0.101, -0.043, -0.016], [-0.148, 0.072, -0.204], [-0.057, -0.159, 0.070], [-0.015, -0.094, 0.043], [0.045, 0.127, 0.041], [-0.020, -0.001, -0.034], [0.001, 0.129, 0.028], [0.096, -0.078, 0.056], [-0.045, -0.019, -0.037], [0.079, 0.007, -0.021], [0.018, 0.009, -0.004], [0.038, -0.011, 0.101], [0.028, 0.007, 0.059], [0.057, 0.011, -0.032], [0.062, -0.016, -0.016], [-0.021, 0.002, 0.007], [-0.007, -0.095, 0.003], [0.013, -0.004, 0.082], [-0.005, 0.045, -0.060], [-0.021, 0.022, -0.002], [0.059, 0.052, -0.038], [0.017, 0.210, 0.098], [0.090, -0.048, -0.067], [0.076, -0.084, 0.031], [0.022, 0.028, -0.012], [1.425, 0.703, 0.203], [-0.361, -0.067, -0.362], [-0.240, -0.373, -0.247], [-0.480, -0.083, 0.444], [0.389, -0.460, 0.653], [-0.676, -0.013, -0.892], [0.089, -0.020, -0.092], [0.130, -0.095, -0.258], [-0.109, -0.032, 0.160], [-0.127, 0.160, 0.062], [0.041, 0.032, 0.094], [0.020, 0.024, -0.007], [-0.007, -0.007, 0.039], [-0.022, 0.017, 0.002], [0.017, -0.006, 0.013], [0.017, 0.078, -0.099], [0.060, -0.203, -0.096], [-0.015, 0.356, 0.185], [0.149, -0.063, -0.293], [-0.015, -0.010, 0.171], [0.071, -0.031, -0.103], [-0.128, 0.082, 0.317], [-0.033, -0.008, -0.194], [0.084, -0.042, -0.096], [0.005, 0.209, 0.115], [0.022, -0.556, -0.027], [0.171, 0.172, -0.117], [0.016, 0.002, -0.050], [-0.005, -0.006, 0.015], [-0.040, 0.038, 0.014], [-0.009, -0.016, 0.024], [0.020, 0.055, 0.040], [-0.101, -0.020, -0.026], [0.069, -0.071, 0.016], [-0.007, 0.042, 0.076], [0.049, -0.061, 0.005], [0.018, 0.046, -0.067], [-0.032, 0.045, 0.061], [0.029, 0.034, -0.081], [-0.050, -0.060, -0.015], [-0.003, 0.122, -0.004], [0.017, 0.024, -0.067], [-0.049, -0.004, 0.015], [0.005, 0.023, 0.067], [0.000, -0.118, -0.012], [-0.105, -0.076, -0.017], [0.012, -0.072, -0.076], [-0.007, -0.022, 0.092], [-0.056, 0.060, -0.028], [-0.003, -0.098, -0.077], [0.066, 0.054, -0.018], [-0.008, -0.011, 0.088], [-0.079, 0.037, -0.021], [-0.007, -0.031, 0.041], [0.078, 0.033, -0.007], [-0.326, 0.059, -0.468], [0.068, -0.013, 0.061], [0.128, -0.024, 0.140], [-0.028, 0.012, -0.041], [0.050, -0.057, 0.002], [-0.001, 0.013, -0.006], [-0.037, -0.010, -0.185], [0.079, 0.120, 0.056], [0.004, -0.007, 0.096], [0.032, 0.032, -0.028], [-0.050, -0.037, 0.019], [0.059, 0.015, 0.216], [-0.226, -0.107, -0.022], [0.222, 0.018, 0.178], [-0.088, -0.042, 0.037], [-0.291, 0.073, -0.284], [-0.003, -0.012, -0.061], [0.028, -0.026, -0.021], [0.044, 0.003, 0.024], [0.069, 0.041, -0.066], [0.038, 0.019, 0.036], [0.004, 0.015, 0.055], [0.106, -0.041, -0.012], [-0.077, 0.022, -0.022], [0.088, -0.075, 0.104], [0.008, -0.161, 0.008], [0.007, 0.089, -0.064], [0.029, -0.077, 0.303], [0.134, 0.215, -0.099], [-0.190, -0.120, -0.137], [0.009, 0.061, -0.066], [0.111, 0.215, -0.004], [-0.228, -0.119, -0.092], [0.149, -0.187, 0.074], [-0.009, 0.005, 0.041], [0.039, -0.014, -0.052], [-0.032, 0.059, -0.021]],
  "e_tot_ha": -4546.36638,
  "de_lowest_kcal_mol": 41.5,
  "homo_ev": -8.0,
  "spin_multiplicity": 1,
  "charge": 0
}


Record 2
{
  "formula": "C42H53N10O17",
  "method": "ωB97M-V/def2-TZVPD",
  "elements": ["N", "O", "O", "O", "C", "C", "C", "C", "C", "C", "N", "O", "O", "H", "H", "H", "H", "H", "C", "C", "C", "C", "C", "C", "N", "O", "O", "H", "H", "H", "H", "H", "C", "C", "C", "C", "C", "C", "N", "O", "O", "H", "H", "H", "H", "H", "C", "C", "C", "C", "C", "C", "N", "O", "O", "H", "H", "H", "H", "H", "C", "C", "C", "C", "C", "C", "N", "O", "O", "H", "H", "H", "H", "H", "C", "O", "N", "C", "C", "H", "H", "H", "H", "H", "H", "H", "C", "O", "N", "C", "C", "H", "H", "H", "H", "H", "H", "H", "C", "O", "N", "C", "C", "H", "H", "H", "H", "H", "H", "H", "C", "O", "N", "C", "C", "H", "H", "H", "H", "H", "H", "H"],
  "positions_angstrom": [[-0.76780, -0.95484, -0.51129], [-0.14480, 0.13816, -0.62029], [-1.94280, -0.95384, -0.88429], [-0.22280, -1.89784, 0.04771], [3.67320, -2.13584, -0.91829], [4.97420, -2.13384, -1.81429], [5.92620, -3.44684, -1.76529], [5.61020, -4.46584, -0.55629], [4.20820, -4.45484, 0.16671], [3.26020, -3.21484, -0.10329], [6.54120, -5.61384, -0.29429], [6.11820, -6.46284, 0.46471], [7.54720, -5.64884, -0.88429], [2.93420, -1.29184, -0.93929], [5.19320, -1.29884, -2.43429], [7.11420, -3.56984, -2.27329], [3.72620, -5.29684, 0.83371], [2.23620, -3.15284, 0.51971], [-2.08680, 1.43416, 3.66571], [-2.29080, 1.48516, 2.13371], [-3.67280, 1.91416, 1.52271], [-4.77080, 2.44516, 2.45471], [-4.51880, 2.25516, 3.95771], [-3.11480, 1.72316, 4.54071], [-6.00280, 2.91216, 1.96971], [-6.84980, 3.30116, 2.82271], [-6.36880, 2.62416, 0.75971], [-1.10280, 1.15816, 4.04571], [-1.42880, 0.89216, 1.45571], [-3.88780, 1.84816, 0.49071], [-5.26580, 2.55216, 4.63671], [-3.08880, 1.55916, 5.61871], [2.11320, 3.92616, 0.84771], [0.71620, 3.63616, 0.60371], [-0.37280, 4.25016, 1.46071], [0.04120, 5.41916, 2.41271], [1.59120, 5.70416, 2.66871], [2.55120, 4.93116, 1.73771], [-0.91280, 6.00816, 3.28871], [-0.70580, 7.15416, 3.79971], [-1.99680, 5.29116, 3.60971], [2.94020, 3.50416, 0.21771], [0.41620, 2.67616, -0.07929], [-1.37580, 4.11116, 1.37071], [2.02720, 6.58716, 3.24971], [3.56320, 5.20116, 1.82271], [2.18620, 0.25316, 2.18971], [3.40920, 1.10416, 2.71071], [3.81420, 0.77716, 4.25571], [2.79320, 0.17616, 5.22471], [1.63020, -0.57284, 4.69271], [1.52120, -0.54484, 3.07671], [3.12920, 0.13016, 6.59871], [4.32120, 0.40016, 6.91771], [2.33920, -0.41884, 7.27071], [1.75020, 0.34416, 1.27371], [4.06520, 1.83816, 2.08371], [4.64320, 1.19416, 4.42671], [1.10020, -1.28384, 5.39171], [0.53220, -1.07584, 2.75671], [-5.47180, -1.22384, 2.04771], [-4.32180, -1.77184, 1.31471], [-3.11880, -1.94184, 2.31571], [-3.19180, -1.88684, 3.82871], [-4.43180, -1.49884, 4.29571], [-5.54980, -1.03184, 3.42571], [-1.99980, -2.29484, 4.68571], [-2.09280, -2.16584, 5.89571], [-0.89380, -2.51884, 4.12871], [-6.36780, -1.29084, 1.58871], [-4.26280, -1.83384, 0.26971], [-2.21280, -2.29484, 1.66971], [-4.71180, -1.24584, 5.35371], [-6.50480, -0.66284, 3.84271], [-2.83980, -6.53284, -1.81029], [-2.70880, -7.77284, -1.69429], [-1.86380, -5.66384, -1.86729], [-2.09680, -4.24584, -1.98329], [-0.51780, -6.14884, -1.53529], [-3.72680, -6.04184, -1.98529], [-2.07080, -3.71484, -1.17229], [-3.10580, -4.04884, -2.38629], [-1.37480, -3.84084, -2.77229], [0.15520, -5.26084, -1.37329], [-0.12280, -6.59484, -2.26329], [-0.45280, -6.82684, -0.62929], [-1.55380, -1.08684, -4.24729], [-2.45580, -1.72484, -4.86229], [-0.28080, -1.03584, -4.66029], [0.75020, -0.69284, -3.61929], [0.05920, -1.35684, -6.04729], [-1.61680, -0.67484, -3.22029], [0.55220, -1.28984, -2.69329], [0.77320, 0.29316, -3.32129], [1.75820, -1.00084, -4.11129], [-0.00580, -2.40884, -6.25629], [0.99320, -0.81084, -6.40429], [-0.79380, -0.72684, -6.42429], [3.30120, 1.33016, -1.69329], [4.21520, 0.83916, -1.02929], [3.40320, 1.98716, -2.74529], [2.16120, 2.53216, -3.60229], [4.56220, 1.93116, -3.67429], [2.17120, 1.25416, -1.29329], [1.14620, 2.51816, -2.99129], [1.96120, 1.71016, -4.51429], [2.46220, 3.56216, -3.88529], [5.39020, 1.75516, -3.17729], [4.87620, 2.94116, -3.91929], [4.36720, 1.45416, -4.51429], [-1.07680, 4.33616, -3.55029], [-0.61380, 4.85016, -4.51729], [-1.66280, 3.11616, -3.61029], [-2.22080, 2.42916, -2.42529], [-1.88580, 2.44216, -4.94529], [-1.07080, 4.91216, -2.55929], [-2.91380, 3.25016, -1.99929], [-1.48480, 2.04916, -2.03629], [-2.91880, 1.57916, -2.82629], [-2.82780, 1.92216, -4.77329], [-0.94380, 1.93416, -5.35929], [-2.08380, 3.26716, -5.67129]],
  "atomic_forces_ev_per_a": [[0.078, 2.055, 0.698], [0.746, 0.341, -0.209], [-0.836, -1.010, -0.380], [0.083, -1.149, 0.029], [1.927, -1.020, -1.537], [-0.611, -5.951, 3.559], [-0.740, 1.581, 3.337], [-4.253, 2.703, -1.445], [0.598, 2.425, -2.343], [2.032, -2.261, 1.173], [-4.326, 0.912, 0.836], [0.230, -0.265, 0.441], [3.386, -0.073, -1.648], [1.232, -0.679, -0.272], [0.176, 0.358, -0.398], [-4.138, 0.577, 1.500], [1.769, 1.753, -1.410], [2.544, -0.165, -1.705], [-1.263, 0.529, -3.338], [-2.409, -0.686, 0.151], [2.236, 0.052, 5.414], [6.039, -2.626, 3.038], [3.933, -0.734, -3.539], [-4.231, 1.524, -2.868], [-4.729, -1.653, -1.176], [2.122, -0.125, -1.892], [1.842, 1.402, 3.346], [-0.217, -0.140, -0.224], [-2.595, 2.102, 1.661], [0.091, -0.061, -0.937], [-0.793, 0.237, 0.666], [0.181, 0.247, -0.372], [-0.766, 1.023, -0.386], [-1.756, -0.968, 1.819], [7.275, 3.257, 0.739], [4.775, -3.150, -1.648], [-1.734, -1.766, -3.972], [-4.846, 1.242, 2.384], [-3.970, 0.458, 3.214], [-0.295, -3.399, -1.777], [4.389, 2.799, -1.685], [-1.208, -0.021, 0.564], [0.699, 2.659, 1.628], [-2.604, -0.828, -0.371], [-1.179, -1.580, -0.611], [1.168, 0.085, 0.066], [4.163, 2.483, 4.786], [-1.281, -3.391, 3.599], [-10.502, -1.960, -5.681], [0.050, -0.138, -6.375], [3.750, 1.455, -2.605], [-2.989, -0.996, 4.613], [4.230, -0.522, -1.135], [-2.259, 0.215, -0.150], [-1.971, -0.647, 2.935], [-0.584, 0.275, -2.795], [-1.329, -1.841, 1.202], [6.244, 3.051, 2.445], [0.199, 1.153, -1.305], [2.177, 0.811, 0.280], [3.471, -2.085, 0.247], [1.561, 1.862, 8.540], [-0.940, -1.220, -2.694], [-0.604, -0.648, -4.598], [-2.689, 2.679, 0.723], [2.694, -1.695, 0.409], [1.764, 1.541, -0.694], [-0.678, -0.460, -0.802], [-2.783, 0.014, 0.547], [-2.889, 0.796, -1.956], [0.418, -0.307, -1.078], [-1.173, 0.712, 2.020], [1.025, -0.897, -0.816], [0.887, -0.367, 0.021], [1.225, -3.647, -0.242], [-0.295, 2.009, 0.112], [2.043, 0.170, 1.239], [-0.113, -1.794, -6.415], [-1.792, 4.297, 6.370], [-2.874, 0.735, -0.267], [0.859, 2.785, 5.032], [0.345, -0.381, -0.132], [-0.929, -0.285, 1.166], [-0.826, -0.672, 0.191], [2.914, -4.017, -6.065], [-0.516, 0.916, -0.975], [-1.376, -2.584, -0.640], [1.685, 2.230, 1.268], [1.839, 0.678, 1.414], [0.824, -3.815, -1.595], [-0.974, 3.088, 0.236], [-0.720, -0.067, -0.272], [0.484, 0.299, -0.873], [-0.127, 2.268, 0.300], [-1.576, 0.546, 1.213], [0.093, -0.297, -0.363], [-0.962, -1.102, 0.758], [0.760, -1.412, -1.354], [-2.338, -3.052, 6.397], [-0.179, 0.146, -0.480], [-1.522, 3.823, -8.426], [-0.478, -2.726, 0.875], [-2.437, 4.603, 2.963], [1.932, 0.129, -0.685], [2.365, 0.164, -0.976], [0.804, 2.634, 2.178], [-0.515, -0.897, -0.216], [3.902, -2.495, 2.515], [-0.817, 0.707, -0.565], [-0.812, -2.693, -3.629], [-1.124, -0.694, 1.777], [1.345, 1.440, -2.089], [-0.252, -0.905, -0.938], [-9.539, 4.432, -6.144], [1.062, 2.239, 0.217], [-0.224, -1.161, -0.636], [1.385, -1.817, 0.553], [7.097, -3.982, 5.745], [1.258, 1.569, 0.961], [0.582, -0.761, -0.621], [-1.622, 0.073, 0.883], [0.120, -0.606, 0.427]],
  "e_tot_ha": -3457.50558,
  "de_lowest_kcal_mol": 11.9,
  "homo_ev": -7.1,
  "spin_multiplicity": 1,
  "charge": -1
}